{
  "formula": "C4H9N2",
  "method": "the ωB97M-V functional and the def2-TZVPD basis",
  "symbols": ["C", "C", "C", "C", "N", "N", "H", "H", "H", "H", "H", "H", "H", "H", "H"],
  "xyz": [[-2.671, -1.036, 0.548], [-1.604, -0.517, 0.312], [-0.708, 1.666, -0.115], [0.417, -0.323, -0.935], [2.166, -0.861, 0.386], [-0.587, 0.163, -0.309], [-3.568, -1.389, 0.959], [0.122, 1.941, -0.691], [-1.631, 1.926, -0.459], [-0.608, 1.953, 0.927], [1.068, 0.377, -1.359], [2.057, 0.038, 0.873], [0.607, -1.326, -1.213], [1.835, -1.576, 0.981], [3.105, -1.035, 0.097]],
  "forces_ev_per_angstrom": [[1.969, 1.124, 0.093], [-1.275, -1.251, -0.793], [1.998, -2.336, 1.096], [0.576, -0.611, -0.128], [-1.013, 1.827, -0.051], [-1.212, 0.919, 1.743], [-0.682, -0.478, 0.171], [0.777, 1.637, -0.759], [-2.324, 0.968, -1.199], [0.128, -0.260, 0.104], [0.735, 0.919, -0.761], [0.674, -0.686, -0.084], [-0.816, -0.826, -0.129], [-0.188, -0.969, 0.793], [0.653, 0.024, -0.095]],
  "lumo_ha": -0.1567,
  "de_lowest_kj_mol": 400.36,
  "charge": 1,
  "homo_energy_ev": -14.273,
  "energy_ev": -7263.9923
}

---

{
  "formula": "C4H9N2",
  "method": "the ωB97M-V functional and the def2-TZVPD basis",
  "symbols": ["C", "C", "C", "C", "N", "N", "H", "H", "H", "H", "H", "H", "H", "H", "H"],
  "xyz": [[-0.305, 0.586, 0.095], [-1.649, 0.161, -0.316], [-2.859, -0.171, 0.491], [1.267, 0.212, 0.470], [-0.956, 1.581, -0.332], [2.096, 0.941, -0.553], [-1.836, -0.116, -1.317], [-3.587, -0.756, -0.215], [-3.444, 0.701, 0.836], [-2.606, -0.857, 1.332], [1.402, -0.874, 0.535], [1.648, 0.739, 1.341], [1.685, 1.829, -0.697], [1.954, 0.296, -1.456], [3.135, 0.758, -0.392]],
  "forces_ev_per_angstrom": [[6.848, -2.087, 3.836], [-2.543, 0.449, -0.831], [-1.029, -1.923, -0.454], [-3.778, 1.145, 0.076], [-1.553, 1.578, -1.175], [1.566, -6.079, -3.312], [0.278, -0.146, -1.260], [1.369, 0.992, 1.367], [0.724, -0.183, 0.067], [-0.306, 0.665, -0.271], [0.243, 0.495, -0.310], [-0.799, -0.387, 0.818], [0.277, 1.597, -0.361], [0.113, 2.342, 1.716], [-1.410, 1.544, 0.093]],
  "lumo_ha": [-0.1410, -0.2626],
  "de_lowest_kj_mol": 355.14,
  "s2": 2.01,
  "charge": 1,
  "homo_energy_ev": [-9.984, -14.472],
  "energy_ev": -7259.7790,
  "spin_multiplicity": 3
}

---

{
  "formula": "C4H9N2O",
  "method": "the ωB97M-V functional and the def2-TZVPD basis",
  "symbols": ["C", "C", "C", "C", "N", "N", "O", "H", "H", "H", "H", "H", "H", "H", "H", "H"],
  "xyz": [[0.271, -1.027, 0.204], [-0.827, -0.047, 0.578], [1.741, -0.492, -1.700], [-0.857, 0.233, 2.029], [1.070, -0.788, -0.686], [-0.799, 1.253, -0.104], [1.218, -0.416, -2.852], [0.371, -1.916, 0.674], [-1.639, -0.757, 0.264], [2.772, 0.003, -1.480], [-0.508, 1.227, 2.196], [-0.149, -0.321, 2.624], [-1.843, 0.182, 2.373], [-1.215, 1.212, -1.015], [-1.341, 1.833, 0.516], [1.735, -0.180, -3.622]],
  "forces_ev_per_angstrom": [[-1.477, 3.367, 0.293], [0.472, -0.683, -1.428], [3.039, 2.936, 2.014], [0.975, -0.065, 0.847], [1.539, -0.279, -2.175], [0.356, -1.589, 0.386], [-1.839, -0.917, -1.588], [-0.247, -3.025, 1.681], [-0.238, 0.720, 0.275], [-1.590, -1.206, -0.619], [0.190, 0.921, -0.028], [-0.201, -0.784, 0.277], [-1.316, -0.289, 0.942], [-0.314, 0.176, -0.409], [-0.143, 0.623, -0.437], [0.794, 0.094, -0.031]],
  "lumo_ha": -0.1594,
  "de_lowest_kj_mol": 291.60,
  "charge": 1,
  "smiles": "C[C@@H](N)C=[N+]=CO",
  "homo_energy_ev": -14.062,
  "energy_ev": -9312.9935
}

---

{
  "formula": "C4H9N2O",
  "method": "the ωB97M-V functional and the def2-TZVPD basis",
  "symbols": ["C", "C", "C", "N", "N", "C", "H", "H", "H", "H", "H", "H", "H", "O", "H", "H"],
  "xyz": [[-0.635, -1.258, 2.222], [-0.518, -1.116, 0.838], [-1.258, -3.199, 1.280], [-1.038, -2.560, 2.458], [-0.901, -2.357, 0.326], [0.000, 0.000, 0.000], [-0.375, -0.587, 3.040], [-1.570, -4.214, 1.035], [-0.892, -2.999, 3.385], [-0.772, -2.617, -0.669], [-0.602, 0.902, 0.200], [0.004, -0.187, -1.087], [1.036, 0.189, 0.328], [-4.602, -3.241, 0.374], [-5.540, -3.128, 0.101], [-4.285, -2.328, 0.558]],
  "forces_ev_per_angstrom": [[0.539, -0.057, -1.525], [-0.216, -0.835, 1.313], [0.877, 0.030, 0.698], [-0.086, -0.702, -0.100], [0.269, 0.797, -0.960], [0.165, 0.493, 0.242], [-0.186, -0.256, -0.441], [0.058, 0.308, 0.718], [-0.798, 0.205, -0.994], [-0.547, 0.247, 0.968], [0.343, -0.284, -0.198], [-0.123, -0.133, 0.569], [-0.383, 0.135, -0.312], [-0.287, 1.080, -0.043], [0.954, -0.125, 0.285], [-0.578, -0.903, -0.221]],
  "lumo_ha": -0.1227,
  "de_lowest_kj_mol": 59.15,
  "charge": 1,
  "homo_energy_ev": -14.093,
  "energy_ev": -9315.4027
}

---

{
  "formula": "C4H9N2O",
  "method": "the ωB97M-V functional and the def2-TZVPD basis",
  "symbols": ["C", "C", "C", "C", "N", "N", "O", "H", "H", "H", "H", "H", "H", "H", "H", "H"],
  "xyz": [[-0.492, 0.450, -1.801], [-1.011, -0.436, 0.578], [0.032, -0.311, -0.578], [-0.068, 0.656, 0.572], [-1.146, -0.281, -2.642], [1.139, 0.664, 1.394], [-0.372, 1.647, -1.787], [-2.066, -0.230, 0.479], [-0.833, -1.245, 1.282], [0.696, -1.174, -0.627], [-0.301, 1.706, 0.271], [-1.120, -1.275, -2.605], [-1.730, 0.171, -3.404], [0.880, 1.243, 2.184], [1.796, 1.161, 0.750], [1.651, -0.110, 1.879]],
  "forces_ev_per_angstrom": [[1.184, -0.248, 2.248], [-0.313, -0.933, 0.146], [-1.844, 0.421, 0.673], [1.126, -0.484, -1.279], [-2.494, 0.024, -3.655], [1.529, 1.288, 1.115], [-0.203, 1.294, -0.815], [-0.028, 0.171, -0.363], [0.073, 0.016, -0.177], [0.201, 0.570, -0.020], [0.075, -1.128, 0.403], [-0.125, -0.483, 0.069], [1.327, -0.827, 1.303], [0.518, 0.793, 0.394], [-0.025, -0.296, 1.201], [-1.001, -0.176, -1.245]],
  "lumo_ha": -0.1344,
  "de_lowest_kj_mol": 218.63,
  "charge": 1,
  "smiles": "NC(=O)[C@@H]1C[C@H]1[NH3+]",
  "homo_energy_ev": -13.814,
  "energy_ev": -9313.7499
}

---

{
  "formula": "C4H9N2O",
  "method": "the ωB97M-V functional and the def2-TZVPD basis",
  "symbols": ["C", "C", "C", "N", "C", "N", "H", "H", "H", "H", "H", "H", "H", "H", "H", "O"],
  "xyz": [[1.257, -1.465, -1.010], [0.730, -0.215, -0.396], [0.682, 0.208, 0.888], [0.052, 1.436, 0.891], [-0.369, 1.718, -0.325], [0.042, 0.743, -1.128], [0.776, -2.367, -0.632], [2.330, -1.491, -0.914], [1.048, -1.509, -2.083], [1.059, -0.227, 1.793], [-0.116, 2.023, 1.694], [-0.906, 2.601, -0.625], [0.082, 0.822, -2.138], [-2.609, -1.777, 0.508], [-1.112, -1.996, 0.633], [-1.846, -1.552, 1.071]],
  "forces_ev_per_angstrom": [[-0.281, 0.108, -0.688], [-0.456, -0.230, -0.103], [0.400, 0.318, 0.102], [-0.386, -0.283, 0.151], [0.206, 0.370, -0.310], [0.389, 0.067, -0.087], [0.269, 0.057, 0.387], [0.332, -0.350, 0.234], [-0.002, 0.297, 0.046], [0.038, -0.092, 0.051], [-0.080, -0.112, 0.102], [0.038, 0.033, -0.005], [-0.367, -0.173, 0.124], [0.251, 0.099, 0.450], [-0.033, -0.132, 0.132], [-0.319, 0.022, -0.585]],
  "lumo_ha": -0.1157,
  "de_lowest_kj_mol": 39.62,
  "charge": 1,
  "homo_energy_ev": -14.240,
  "energy_ev": -9315.6051
}

---

{
  "formula": "C4H9N2O",
  "method": "the ωB97M-V functional and the def2-TZVPD basis",
  "symbols": ["C", "C", "C", "C", "N", "N", "O", "H", "H", "H", "H", "H", "H", "H", "H", "H"],
  "xyz": [[0.299, -1.424, 0.429], [1.014, -0.831, -0.781], [-2.476, 0.842, -0.337], [2.046, 0.832, 0.469], [-1.869, -0.287, 0.266], [-0.738, -0.645, -0.106], [1.669, 0.242, -0.829], [0.169, -2.573, 0.367], [0.611, -1.058, 1.420], [1.034, -1.400, -1.704], [-1.991, 1.337, -1.073], [-2.694, 1.566, 0.424], [-3.569, 0.524, -0.677], [1.158, 1.208, 0.755], [2.827, 1.459, 0.146], [2.508, 0.209, 1.231]],
  "forces_ev_per_angstrom": [[0.091, -2.215, 0.512], [-0.907, -0.974, 0.088], [-4.297, -1.766, 0.397], [2.142, -1.198, -1.468], [2.051, -1.389, 1.368], [-1.793, 2.063, -1.603], [1.483, -0.564, 0.853], [0.233, 1.867, 0.274], [-0.069, -0.451, -0.323], [-0.580, 0.094, -0.116], [1.870, 1.058, -2.653], [-0.039, 0.118, 0.896], [2.270, 0.493, 0.550], [-2.525, 2.174, 1.601], [0.410, 1.552, 0.031], [-0.341, -0.862, -0.408]],
  "lumo_ha": -0.1662,
  "de_lowest_kj_mol": 584.25,
  "charge": 1,
  "homo_energy_ev": -13.893,
  "energy_ev": -9309.9605
}

---

{
  "formula": "C4H9N2O",
  "method": "the ωB97M-V functional and the def2-TZVPD basis",
  "symbols": ["C", "C", "C", "C", "N", "N", "O", "H", "H", "H", "H", "H", "H", "H", "H", "H"],
  "xyz": [[-0.730, 0.897, 0.558], [1.242, -0.721, -0.694], [-1.947, 1.638, 1.039], [1.926, -1.981, -0.973], [-0.008, 0.143, 1.244], [-0.660, 0.701, -0.882], [0.067, -0.470, -1.177], [1.647, 0.144, -0.331], [-2.889, 1.052, 0.760], [-1.837, 2.647, 0.787], [-1.871, 1.649, 2.081], [2.653, -1.810, -1.779], [1.221, -2.626, -1.370], [2.591, -2.120, -0.222], [0.195, 0.177, 2.250], [-1.601, 0.682, -1.290]],
  "forces_ev_per_angstrom": [[-1.304, -2.036, 0.358], [-2.456, 1.082, -1.298], [-0.061, -1.579, -0.959], [-0.969, 2.957, -2.181], [2.093, -0.112, 0.083], [1.202, 0.978, 1.566], [-0.651, -1.955, -1.130], [1.880, 1.671, 1.208], [1.225, 1.293, 0.056], [-0.765, 1.577, -1.028], [-0.077, -0.238, 1.747], [-0.218, 0.536, -0.334], [-1.003, -2.191, 0.010], [1.477, -1.552, 2.852], [-1.008, 0.344, -0.615], [0.636, -0.775, -0.333]],
  "lumo_ha": -0.1760,
  "de_lowest_kj_mol": 486.23,
  "charge": 1,
  "homo_energy_ev": -14.534,
  "energy_ev": -9310.9764
}